The following is a quantum chemistry calculation of 2 unconnected molecules or ions with the total composition C6H13BrN, from the OMol25 dataset.

```
21
Properties=species:S:1:pos:R:3:lowdin_charge:R:1
C 0.92095 -2.29724 -0.64322 0.16
C 0.09223 -1.51463 -0.10070 0.00
C 0.41847 1.44875 1.63187 -0.03
C -1.71311 0.46148 -1.40120 -0.03
C -0.00891 -0.02666 1.80144 -0.15
C -1.71274 0.00806 0.09721 -0.15
N -0.42456 -0.54068 0.50849 -0.06
Br 3.66917 -0.05789 -2.57018 0.29
H 1.72357 -1.77051 -1.25480 0.07
H 0.76360 -3.32202 -0.75479 0.09
H 0.38209 2.06386 2.50816 0.07
H 1.45824 1.52224 1.18585 0.11
H -0.46187 1.84801 0.96902 0.10
H -1.61113 1.53514 -1.42285 0.07
H -0.99035 -0.11970 -2.08656 0.11
H -2.68748 0.32985 -1.88287 0.08
H -0.85290 -0.29587 2.47265 0.16
H 0.86113 -0.57336 2.13844 0.13
H -2.56790 -0.59626 0.21154 0.13
H -1.79316 0.90779 0.56330 0.06
H 4.53466 0.98965 -1.97080 -0.21
```

* ΔE to the lowest compared entry with this formula, charge and spin: 162.8 kJ/mol
* LUMO level: -4.3138 eV
* total charge: +1
* highest occupied orbital energy: -14.0 eV

The following is a quantum chemistry calculation of a molecular structure, C6H13BrN3, from the OMol25 dataset.

```
23
Properties=species:S:1:pos:R:3:lowdin_charge:R:1
C 1.44594 -0.98873 1.20150 -0.10
C -0.79760 -0.94624 1.08846 -0.44
C 1.04424 2.03447 -1.26449 -0.01
C -1.40983 1.45102 -1.12070 -0.07
C 0.37289 -3.21196 1.14150 0.02
C -0.01577 0.96785 -0.91709 -0.42
N 1.40487 0.26196 0.90436 0.13
N 0.26904 -1.70810 1.27851 -0.19
N 0.08220 0.56724 0.47455 -0.05
Br -1.75958 -0.29422 2.83298 0.60
H 2.36794 -1.54549 1.42190 0.16
H -1.66535 -1.44471 0.54495 0.13
H 0.48623 2.79470 -1.77341 0.07
H 1.34396 2.37174 -0.26913 0.08
H 1.87649 1.50948 -1.91926 0.14
H -2.14505 0.75988 -0.95305 0.05
H -1.54763 1.68197 -2.22248 0.13
H -1.67298 2.42310 -0.68181 0.11
H 1.44327 -3.72232 1.27749 0.15
H -0.28980 -3.66619 1.80883 0.07
H 0.30449 -3.36278 0.00816 0.12
H -0.03183 0.03982 -1.57699 0.17
H -0.38043 1.32697 1.03848 0.16
```

* ΔE to the lowest compared entry with this formula, charge and spin: 126.0 kJ/mol
* LUMO level: -3.9758 eV
* total charge: +1
* highest occupied orbital energy: -13.9 eV